The following is a quantum chemistry calculation of the molecule C4H6N2 in a non-equilibrium geometry, from the Open Molecules 2025 dataset.

SMILES string: Nc1ccc[nH]1
Energy above the lowest of the compared OMol25 structures with the same formula, charge and spin, kJ/mol: 274.20
Total charge: 0
Max |F|, eV/Å: 5.74
Frontier orbital gap, eV: 7.73

Each line ends with the Mulliken charge.
Positions of all 12 atoms, in Å:
N (-1.49, 0.74, -0.95)  -0.420
C (-0.42, 0.05, -0.44)  0.380
C (-0.28, -1.22, 0.09)  -0.610
C (0.78, -1.08, 1.01)  -0.133
C (1.31, 0.20, 0.89)  -0.808
N (0.57, 0.91, -0.11)  -0.157
H (-1.02, 1.69, -1.18)  0.128
H (-2.00, 0.17, -1.63)  0.259
H (-0.97, -2.05, -0.01)  0.350
H (1.13, -1.89, 1.66)  0.361
H (2.27, 0.52, 1.25)  0.356
H (0.12, 1.98, -0.55)  0.293

=====

The following is a quantum chemistry calculation of a cluster of 2 separate species, C5H11O3S in total in a non-equilibrium geometry, from the Open Molecules 2025 dataset.

Energy above the lowest of the compared OMol25 structures with the same formula, charge and spin, kJ/mol: 133.40
Total charge: -1
Max |F|, eV/Å: 1.01
Frontier orbital gap, eV: 5.62

Each line ends with the Mulliken charge.
Positions of all 20 atoms, in Å:
C (-0.10, -2.29, 0.03)  -1.225
C (0.12, 2.23, -0.76)  -0.972
C (0.01, -0.83, 0.44)  0.106
C (1.17, 1.39, -0.01)  -0.453
C (1.02, -0.07, -0.37)  0.532
O (-3.56, -0.50, -1.22)  -0.511
O (-2.94, 1.63, 0.23)  -0.656
O (1.64, -0.57, -1.30)  -0.651
S (-3.25, 0.15, 0.38)  0.039
H (-0.47, -2.36, -0.99)  0.238
H (-0.78, -2.82, 0.69)  0.391
H (0.88, -2.78, 0.07)  0.336
H (-0.89, 2.02, -0.40)  0.265
H (0.16, 2.01, -1.83)  0.268
H (0.32, 3.29, -0.62)  0.334
H (-1.00, -0.36, 0.35)  -0.288
H (0.27, -0.74, 1.50)  0.349
H (2.17, 1.72, -0.31)  0.339
H (1.04, 1.54, 1.06)  0.260
H (-2.72, -0.47, -1.69)  0.299

=====

The following is a quantum chemistry calculation of a structure of composition C21H28BrN6O2PReSbSe4Te in a non-equilibrium geometry, from the Open Molecules 2025 dataset.

Total charge: +2
Max |F|, eV/Å: 4.32
Frontier orbital gap (alpha / beta), eV: 3.85 / 3.87

Each line ends with the Mulliken charge.
Positions of all 66 atoms, in Å:
Re (0.08, 1.04, 0.55)  -0.905
C (3.94, 1.37, 2.95)  -1.541
C (2.74, 1.42, 2.04)  0.237
N (1.67, 0.62, 1.94)  1.140
O (1.58, -0.47, 2.74)  -0.371
C (2.71, 2.39, 1.07)  0.398
C (3.60, 3.50, 0.69)  -1.644
N (1.64, 2.17, 0.32)  1.375
O (1.12, 2.73, -0.71)  -0.698
H (3.92, 2.34, 3.36)  0.497
H (4.83, 1.10, 2.40)  0.362
H (3.77, 0.71, 3.80)  0.367
H (1.38, -0.10, 3.60)  0.091
H (4.64, 3.15, 0.64)  0.382
H (3.71, 4.35, 1.45)  0.323
H (3.25, 3.97, -0.25)  0.391
Br (-1.98, 2.30, -4.59)  -0.108
C (-2.47, 1.88, -2.81)  -0.519
C (-3.77, 1.87, -2.41)  0.054
C (-4.05, 1.69, -1.05)  -1.221
C (-2.98, 1.46, -0.20)  -0.142
N (-1.69, 1.39, -0.62)  0.462
C (-1.43, 1.67, -1.93)  -0.088
H (-4.55, 1.95, -3.20)  0.454
H (-5.04, 1.74, -0.65)  0.564
H (-3.07, 1.23, 0.88)  0.590
H (-0.39, 1.51, -2.13)  0.417
Te (-1.12, -0.92, 2.05)  0.570
C (-3.05, -1.27, 1.38)  0.471
C (-3.98, -1.16, 2.40)  -0.664
C (-5.30, -1.51, 2.11)  -0.500
C (-5.74, -1.84, 0.84)  -0.805
C (-4.76, -2.04, -0.11)  -0.508
C (-3.47, -1.64, 0.15)  0.044
H (-3.71, -0.97, 3.44)  0.405
H (-6.01, -1.37, 2.94)  0.355
H (-6.74, -2.14, 0.57)  0.493
H (-4.95, -2.45, -1.10)  0.418
H (-2.75, -1.78, -0.65)  0.215
C (3.42, -2.00, -2.35)  -0.931
N (2.39, -1.39, -3.25)  0.093
C (1.40, -2.35, -3.60)  -1.023
N (0.72, -3.00, -2.48)  0.009
C (1.82, -3.70, -1.71)  -0.699
N (2.82, -2.73, -1.27)  0.204
C (2.48, -1.80, -0.22)  -1.246
P (1.10, -0.77, -0.94)  2.298
C (1.81, -0.19, -2.53)  -1.323
C (0.02, -2.08, -1.63)  -1.392
H (4.09, -1.19, -1.98)  0.388
H (4.09, -2.57, -2.99)  0.307
H (1.77, -3.19, -4.24)  0.304
H (0.58, -1.88, -4.13)  0.471
H (2.29, -4.39, -2.36)  0.348
H (1.34, -4.26, -0.88)  0.317
H (3.32, -1.17, 0.03)  0.451
H (2.18, -2.33, 0.68)  0.358
H (2.65, 0.49, -2.29)  0.380
H (1.21, 0.31, -3.20)  0.565
H (-0.77, -1.69, -2.28)  0.307
H (-0.51, -2.63, -0.81)  0.585
Se (-1.63, 4.34, 5.47)  -0.218
Sb (-0.29, 2.42, 4.34)  1.037
Se (-0.96, 2.85, 1.94)  -0.303
Se (0.32, 0.46, 5.34)  -0.412
Se (0.79, 4.55, 5.46)  -0.239

=====

The following is a quantum chemistry calculation of a structure of composition C43H57N5PbSSeSi, from the Open Molecules 2025 dataset.

Energy above the lowest of the compared OMol25 structures with the same formula, charge and spin, kJ/mol: 91.89
Total charge: -2
Max |F|, eV/Å: 0.22
Frontier orbital gap, eV: 4.05

Each line ends with the Mulliken charge.
Positions of all 109 atoms, in Å:
Pb (1.01, -0.61, 1.56)  0.511
C (-0.39, 2.12, -1.10)  -0.463
N (-0.22, 2.06, 0.34)  2.048
C (1.09, 2.57, 0.74)  -1.117
C (-1.25, 2.66, 1.12)  0.110
C (-1.98, 3.74, 0.64)  -0.399
C (-2.96, 4.37, 1.41)  -0.896
C (-3.20, 3.88, 2.68)  -1.023
C (-2.50, 2.79, 3.17)  -0.526
C (-1.51, 2.13, 2.42)  -0.816
N (-0.87, 0.99, 2.81)  1.144
C (-0.75, 0.66, 4.13)  -0.335
C (-0.61, 1.59, 5.19)  -0.743
C (-0.40, 1.19, 6.50)  -0.784
C (-0.30, -0.15, 6.82)  -0.932
C (-0.40, -1.09, 5.80)  -0.057
C (-0.61, -0.71, 4.49)  0.248
N (-0.65, -1.67, 3.41)  1.647
C (-2.02, -1.81, 2.90)  -1.175
C (-0.15, -3.00, 3.75)  -1.578
H (-0.21, 3.12, -1.53)  0.457
H (-1.40, 1.80, -1.37)  -0.057
H (0.32, 1.44, -1.57)  -0.488
H (1.20, 3.64, 0.48)  0.432
H (1.89, 2.02, 0.23)  0.051
H (1.22, 2.46, 1.81)  0.192
H (-1.76, 4.12, -0.35)  0.350
H (-3.51, 5.21, 1.01)  0.381
H (-3.97, 4.34, 3.30)  0.320
H (-2.75, 2.41, 4.15)  0.476
H (-0.64, 2.64, 4.95)  0.500
H (-0.28, 1.95, 7.26)  0.356
H (-0.12, -0.47, 7.84)  0.354
H (-0.28, -2.14, 6.04)  0.306
H (-2.65, -2.28, 3.66)  0.282
H (-2.01, -2.42, 2.00)  0.304
H (-2.41, -0.82, 2.66)  0.169
H (-0.79, -3.50, 4.49)  0.368
H (0.87, -2.93, 4.15)  0.410
H (-0.11, -3.60, 2.85)  0.310
C (-5.04, 2.20, -1.31)  -1.640
C (-5.15, 0.93, -0.46)  2.447
C (-6.57, 0.35, -0.59)  -1.980
C (-4.92, 1.28, 1.01)  -1.822
C (-4.12, -0.09, -0.96)  0.128
C (-4.35, -0.76, -2.18)  -0.144
C (-3.50, -1.74, -2.66)  -1.381
C (-2.38, -2.06, -1.90)  1.288
S (-1.19, -3.29, -2.15)  -0.435
C (-0.38, -2.78, -0.67)  -0.092
N (-0.94, -1.78, -0.07)  1.046
C (-2.09, -1.36, -0.72)  -1.992
C (-2.97, -0.38, -0.26)  0.625
C (0.84, -3.44, -0.20)  1.313
C (1.31, -4.58, -0.88)  -0.905
C (2.47, -5.20, -0.45)  -0.662
C (3.15, -4.68, 0.65)  -0.675
C (2.67, -3.55, 1.30)  -0.515
C (1.50, -2.90, 0.91)  -0.204
H (-5.77, 2.94, -0.97)  0.444
H (-5.22, 2.00, -2.36)  0.341
H (-4.04, 2.64, -1.20)  0.187
H (-7.29, 1.08, -0.20)  0.464
H (-6.66, -0.57, -0.01)  0.421
H (-6.84, 0.13, -1.62)  0.333
H (-5.69, 1.98, 1.34)  0.480
H (-3.96, 1.75, 1.18)  0.259
H (-4.98, 0.39, 1.63)  0.287
H (-5.22, -0.51, -2.77)  0.369
H (-3.71, -2.25, -3.59)  0.398
H (-2.70, 0.14, 0.66)  -0.323
H (0.79, -4.96, -1.74)  0.363
H (2.85, -6.06, -0.98)  0.354
H (4.08, -5.14, 0.97)  0.381
H (3.25, -3.14, 2.13)  0.196
C (3.96, -1.01, -1.25)  -0.382
Si (4.41, -0.59, -3.10)  -1.810
C (2.69, -1.13, -3.96)  2.851
C (2.71, -0.68, -5.43)  -2.149
C (1.38, -0.67, -3.33)  -1.176
C (2.69, -2.66, -3.95)  -1.823
C (4.43, 1.41, -3.06)  2.629
C (5.19, 1.84, -1.81)  -2.114
C (3.10, 2.16, -3.06)  -1.339
C (5.24, 1.88, -4.28)  -1.971
H (4.72, -0.64, -0.56)  0.500
H (3.95, -2.10, -1.13)  0.208
H (2.97, -0.67, -0.88)  -0.202
H (2.58, 0.40, -5.52)  0.326
H (1.91, -1.16, -6.01)  0.467
H (3.67, -0.93, -5.89)  0.376
H (1.28, 0.41, -3.32)  0.135
H (1.30, -1.03, -2.30)  -0.208
H (0.52, -1.08, -3.88)  0.521
H (3.57, -3.06, -4.47)  0.416
H (1.79, -3.05, -4.45)  0.345
H (2.71, -3.05, -2.93)  0.220
H (4.64, 1.60, -0.89)  0.278
H (5.37, 2.92, -1.82)  0.494
H (6.16, 1.34, -1.74)  0.404
H (2.49, 1.88, -2.20)  -0.167
H (2.52, 1.98, -3.96)  0.285
H (3.28, 3.25, -2.99)  0.599
H (6.23, 1.43, -4.29)  0.385
H (5.35, 2.98, -4.28)  0.423
H (4.75, 1.60, -5.22)  0.343
Se (2.80, -0.82, 3.94)  -0.230
C (3.88, 0.53, 3.33)  0.396
N (4.57, 1.38, 2.96)  -0.719

=====

The following is a quantum chemistry calculation of the molecule C4H7N3, from the Open Molecules 2025 dataset.

SMILES string: NC1=C[C@]2(N)N[C@H]12
Energy above the lowest of the compared OMol25 structures with the same formula, charge and spin, kJ/mol: 346.86
Total charge: 0
Max |F|, eV/Å: 0.50
Frontier orbital gap, eV: 7.29

Each line ends with the Mulliken charge.
Positions of all 14 atoms, in Å:
N (-2.41, -0.59, -0.33)  -0.462
C (-1.12, -0.20, -0.18)  0.787
C (-0.54, 0.84, 0.46)  -1.109
C (0.86, 0.46, 0.12)  1.000
N (1.88, 0.45, 1.02)  -0.449
N (1.02, 0.12, -1.20)  -0.481
C (0.03, -0.98, -0.77)  -1.100
H (-2.57, -1.21, -1.11)  0.259
H (-3.14, 0.07, -0.13)  0.237
H (-0.90, 1.78, 0.87)  0.395
H (2.83, 0.55, 0.71)  0.209
H (1.67, 0.72, 1.97)  0.230
H (1.92, -0.33, -1.37)  0.275
H (0.47, -1.70, -0.07)  0.209

=====

The following is a quantum chemistry calculation of a cluster of 2 separate species, C3H12N3O in total in a non-equilibrium geometry, from the Open Molecules 2025 dataset.

Energy above the lowest of the compared OMol25 structures with the same formula, charge and spin, kJ/mol: 54.70
Total charge: +1
Max |F|, eV/Å: 2.17
Frontier orbital gap, eV: 11.43

Each line ends with the Mulliken charge.
Positions of all 19 atoms, in Å:
C (1.53, 0.62, 0.87)  -0.896
N (1.32, 0.71, -0.62)  -0.057
C (1.84, -0.46, -1.34)  -0.872
H (1.22, 1.56, 1.31)  0.338
H (0.89, -0.19, 1.22)  0.331
H (2.57, 0.42, 1.10)  0.386
H (1.83, 1.51, -0.95)  0.373
H (0.26, 0.83, -0.83)  0.342
H (2.91, -0.64, -1.20)  0.358
H (1.60, -0.34, -2.40)  0.365
H (1.34, -1.38, -1.00)  0.353
N (-2.34, -1.29, -0.28)  -0.489
C (-1.93, 0.00, 0.18)  0.593
N (-2.16, 0.21, 1.53)  -0.431
O (-1.48, 0.89, -0.53)  -0.755
H (-2.33, -1.31, -1.33)  0.286
H (-3.21, -1.58, 0.15)  0.265
H (-2.16, -0.59, 2.16)  0.255
H (-1.71, 1.02, 1.96)  0.254